{"formula": "C16H28N2O6S", "method": "ωB97M-V/def2-TZVPD", "e_tot_ha": -1585.7020, "spin_multiplicity": 1, "relative_energy_kcal_mol": 3.75, "smiles": "CCCOC(=O)CCCC[C@H]1SC[C@@H](NC(=O)OC)[C@H]1NC(=O)OC", "homo_ha": -0.3228, "gap_ev": 9.473, "species": ["C", "C", "C", "O", "C", "O", "C", "C", "C", "C", "C", "S", "C", "C", "N", "C", "O", "O", "C", "C", "N", "C", "O", "O", "C", "H", "H", "H", "H", "H", "H", "H", "H", "H", "H", "H", "H", "H", "H", "H", "H", "H", "H", "H", "H", "H", "H", "H", "H", "H", "H", "H", "H"], "coordinates": [[6.2717, -3.5563, 0.0058], [5.3721, -3.6654, 1.2306], [5.2258, -2.3250, 1.9473], [4.6004, -1.3485, 1.1127], [3.2700, -1.3545, 1.0529], [2.5692, -2.1178, 1.6702], [2.7528, -0.2768, 0.1305], [1.7357, -0.8560, -0.8554], [0.9509, 0.2461, -1.5640], [-0.2770, -0.3152, -2.2890], [-1.3877, 0.7159, -2.4464], [-2.8036, -0.0281, -3.3712], [-4.0859, 0.7207, -2.3153], [-3.3782, 1.7877, -1.4792], [-4.1325, 2.1449, -0.3106], [-4.5855, 3.4065, -0.1014], [-4.5301, 4.3034, -0.9020], [-5.1361, 3.5038, 1.1278], [-5.6766, 4.7780, 1.4478], [-1.9859, 1.2281, -1.1294], [-2.0921, 0.1984, -0.1248], [-1.2457, 0.1484, 0.9402], [-0.5168, 1.0477, 1.2779], [-1.3750, -1.0282, 1.5759], [-0.5306, -1.2298, 2.7072], [6.3258, -4.5110, -0.5111], [5.8827, -2.8104, -0.6834], [7.2778, -3.2627, 0.2970], [4.3794, -4.0111, 0.9363], [5.7854, -4.3858, 1.9381], [4.6279, -2.4476, 2.8563], [6.2029, -1.9050, 2.1946], [2.2464, 0.4656, 0.7539], [3.5892, 0.1990, -0.3796], [2.2400, -1.4933, -1.5847], [1.0439, -1.4831, -0.2886], [0.6339, 0.9675, -0.8118], [1.5949, 0.7715, -2.2709], [0.0004, -0.6801, -3.2794], [-0.6686, -1.1694, -1.7328], [-1.0368, 1.5657, -3.0372], [-4.8611, 1.1418, -2.9512], [-4.5234, -0.0528, -1.6825], [-3.2622, 2.7021, -2.0707], [-4.1417, 1.5014, 0.4656], [-6.0923, 4.6843, 2.4476], [-4.8945, 5.5394, 1.4277], [-6.4541, 5.0529, 0.7324], [-1.3625, 2.0149, -0.6942], [-2.5596, -0.6598, -0.3752], [-1.0307, -1.9634, 3.3347], [0.4426, -1.6084, 2.3858], [-0.3951, -0.2905, 3.2452]]}